Formula: C20H42AsCrF6N6O3Si3
Source: the OMol25 dataset
Level of theory: ωB97M-V with the def2-TZVPD basis set

Output
Net charge   +1
HOMO (spin up / spin down)   -10.733 / -12.105 eV
Kohn-Sham gap (spin up / spin down)   7.652 / 9.039 eV
ΔE to the lowest compared entry with this formula, charge and spin   1.420 eV
Electronic energy   -165699.49797 eV
2S+1   5

Last column: Löwdin spin population.
Geometry (Å):
Cr (0.41085, 0.81597, -1.00046)  3.72
N (2.69942, 0.89539, -0.94450)  0.00
N (3.37564, -0.05406, -1.75776)  0.00
C (2.62070, -0.54059, -2.80615)  0.01
N (3.23565, -1.06536, -3.87631)  0.00
N (1.31830, -0.40761, -2.67522)  0.04
N (0.45454, -0.97640, -3.53655)  0.01
O (0.80007, -1.95751, -4.20209)  0.01
O (-0.67151, -0.48533, -3.51605)  0.01
H (2.69069, 1.81830, -1.40717)  0.00
H (3.22595, 0.98261, -0.07314)  0.00
H (4.33044, 0.20025, -2.00636)  0.00
H (4.22717, -1.23028, -3.87121)  0.00
H (2.64190, -1.65265, -4.46389)  0.00
C (1.13876, 5.29749, -1.31821)  0.00
C (0.83267, 3.93458, -0.67379)  0.00
O (0.88261, 2.88614, -1.51147)  0.03
C (1.84789, 3.65197, 0.46598)  0.00
F (1.90226, 4.49481, 1.48396)  0.00
F (1.56705, 2.41531, 0.98913)  0.02
F (3.09077, 3.53649, -0.02168)  0.00
C (-0.55154, 3.97369, 0.03539)  0.00
F (-0.59846, 4.68537, 1.16053)  0.00
F (-0.88444, 2.69251, 0.38622)  0.02
F (-1.53889, 4.41357, -0.73676)  0.00
H (2.15398, 5.29018, -1.71393)  0.00
H (1.04628, 6.10133, -0.59228)  0.00
H (0.44303, 5.46417, -2.13710)  0.00
C (-5.41982, 0.96697, -3.28663)  0.00
C (-4.06103, 0.89118, -2.68457)  0.01
C (-3.60498, -0.22870, -1.99599)  0.00
C (-2.34665, -0.21681, -1.42808)  0.02
N (-1.50732, 0.82066, -1.49855)  0.00
C (-1.92019, 1.87420, -2.21129)  0.02
C (-3.17101, 1.96065, -2.78268)  0.00
H (-5.90686, -0.00352, -3.30794)  0.00
H (-5.36444, 1.36044, -4.29852)  0.00
H (-6.03258, 1.65262, -2.70215)  0.00
H (-4.22327, -1.10792, -1.90336)  0.00
H (-1.97274, -1.08850, -0.90641)  0.00
H (-1.20725, 2.67426, -2.35640)  0.00
H (-3.45575, 2.85751, -3.31359)  0.00
C (2.36373, 0.80566, 3.29543)  0.00
Si (2.02819, -0.90199, 2.48279)  0.00
C (1.84785, -2.04128, 4.01893)  0.00
C (3.58369, -1.53322, 1.54016)  0.00
As (0.22273, -0.78302, 0.82421)  0.04
Si (0.12464, -3.14478, 0.15796)  0.01
C (0.38986, -4.41084, 1.57671)  0.00
C (1.53582, -3.36556, -1.11549)  0.00
C (-1.52845, -3.63746, -0.68098)  0.00
Si (-1.66442, -0.48363, 2.32860)  0.01
C (-1.55848, -1.70057, 3.80786)  0.00
C (-3.37980, -0.70967, 1.50355)  0.00
C (-1.58905, 1.30315, 3.00644)  0.00
H (2.75718, 0.66651, 4.29711)  0.00
H (1.45033, 1.38374, 3.39422)  0.00
H (3.08137, 1.41519, 2.75796)  0.00
H (2.82949, -2.16359, 4.46948)  0.00
H (1.46465, -3.03019, 3.80307)  0.00
H (1.20922, -1.58930, 4.77086)  0.00
H (4.47764, -1.38341, 2.13753)  0.00
H (3.73665, -1.04317, 0.58347)  0.00
H (3.49820, -2.59842, 1.34538)  0.00
H (1.43211, -4.48841, 1.86612)  0.00
H (0.07462, -5.39325, 1.24000)  0.00
H (-0.19384, -4.17960, 2.46076)  0.00
H (2.34457, -2.66274, -0.93653)  0.00
H (1.17834, -3.22195, -2.13081)  0.00
H (1.94771, -4.36686, -1.07082)  0.00
H (-2.40143, -3.25352, -0.16218)  0.00
H (-1.61923, -4.71854, -0.69219)  0.00
H (-1.56837, -3.30921, -1.71488)  0.00
H (-0.98362, -2.58956, 3.57280)  0.00
H (-2.54806, -2.02038, 4.11819)  0.00
H (-1.08936, -1.22584, 4.66324)  0.00
H (-3.49662, -1.67368, 1.01911)  0.00
H (-3.56868, 0.06105, 0.76207)  0.00
H (-4.16297, -0.63091, 2.25211)  0.00
H (-0.57602, 1.69256, 2.99066)  0.00
H (-1.94038, 1.35415, 4.03083)  0.00
H (-2.20768, 1.97914, 2.42326)  0.00